Entry from the OMol25 dataset: a molecular structure, C23H19N5O5Os (wB97M-V/def2-TZVPD).

Gap between HOMO and LUMO (alpha / beta)   0.2239 / 0.1416 hartree
Relative energy (zero: lowest compared OMol25 entry of this formula, charge and spin)   0.0000 eV
<S²>   6.0475
Highest occupied orbital energy (alpha / beta)   -0.4752 / -0.4751 hartree
Total charge   +2
Multiplicity   5

Last column: Mulliken spin population.
CARTESIAN COORDINATES (ANGSTROEM)
Os -0.46226 0.02076 -0.37437  2.859
O -1.69098 5.20348 1.22302  0.203
C -0.62214 5.51152 0.58000  0.196
C -0.26401 6.89343 0.51091  0.151
C 0.92296 7.25302 -0.05285  -0.015
C 1.76997 6.26359 -0.59081  0.284
C 1.38565 4.90780 -0.60754  0.021
C 0.20692 4.51211 -0.04103  0.117
C -0.22208 3.08859 -0.10232  0.019
O 0.22498 2.32322 -0.97745  0.051
N -1.13319 2.74699 0.81985  -0.003
N -1.49274 1.44942 0.70014  -0.075
C -2.58743 1.03646 1.25509  0.055
C -3.06368 -0.27234 0.84684  0.042
C -4.20818 -0.86729 1.33725  0.022
C -4.62813 -2.07452 0.78893  0.028
C -3.90296 -2.62957 -0.25254  -0.004
C -2.76053 -1.98482 -0.69709  0.060
N -2.33631 -0.84215 -0.15155  -0.071
H -1.75408 4.19187 1.26535  -0.011
H -0.94363 7.61507 0.94562  -0.002
H 1.21285 8.29441 -0.07728  0.004
H 2.72438 6.55381 -1.01032  0.003
H 2.01684 4.16615 -1.07923  0.010
H -3.16175 1.68996 1.90020  -0.005
H -4.76669 -0.38659 2.12910  0.002
H -5.51259 -2.56965 1.16602  0.000
H -4.20853 -3.55627 -0.71619  0.001
H -2.16561 -2.38776 -1.50576  0.009
N 3.64315 0.55097 0.71751  0.006
C 3.77183 0.26297 -0.61906  -0.005
C 2.50766 0.11245 -1.08839  0.019
N 1.62412 0.31298 -0.04425  -0.049
C 2.34235 0.57453 1.03082  0.013
H 4.40159 0.70500 1.36234  0.000
H 4.72264 0.18248 -1.11538  -0.001
H 2.17404 -0.12326 -2.08346  0.000
H 1.95363 0.74942 2.01989  -0.001
O 0.83938 -4.39916 1.83917  0.004
C 0.96736 -4.76611 0.56272  0.004
C 1.29877 -6.09880 0.30366  -0.001
C 1.44041 -6.54416 -0.99111  0.002
C 1.25605 -5.68072 -2.07510  0.000
C 0.93353 -4.36675 -1.84100  0.003
C 0.78099 -3.88687 -0.53186  0.011
C 0.40803 -2.49746 -0.31118  -0.045
O 0.27498 -1.99547 0.84577  0.084
O 0.15448 -1.72521 -1.31837  0.005
H 0.62676 -3.45495 1.88583  -0.001
H 1.44204 -6.75610 1.15087  0.000
H 1.70217 -7.57788 -1.17431  0.000
H 1.36154 -6.04401 -3.08738  0.000
H 0.79549 -3.68457 -2.66976  -0.003


Entry from the OMol25 dataset: a molecular structure, C23H19N7O4Pt (wB97M-V/def2-TZVPD).

Gap between HOMO and LUMO   0.2823 hartree
Relative energy (zero: lowest compared OMol25 entry of this formula, charge and spin)   0.4089 eV
Highest occupied orbital energy   -0.5352 hartree
Total charge   +2
Multiplicity   1

Last column: Löwdin charge in e.
CARTESIAN COORDINATES (ANGSTROEM)
Pt -0.71030 0.65727 -0.52583  1.530
O 1.27552 5.96508 0.86797  0.171
C 0.88036 5.21781 1.88159  -0.483
O 0.60042 5.64268 2.96409  0.161
C 0.79840 3.73079 1.65575  -0.015
C 0.85150 2.79568 2.68311  0.067
N 0.63285 1.58924 2.15220  0.068
N 0.48930 1.67649 0.80955  -0.090
C 0.55424 2.98628 0.51001  -0.131
C 0.34189 3.38736 -0.93747  -0.551
O 0.87322 4.39401 -1.34707  0.127
O -0.42879 2.56882 -1.58422  -0.114
H 1.32854 5.47280 0.02171  0.086
H 1.04470 2.93999 3.73507  0.166
H 0.71137 0.68946 2.60527  0.183
N 1.74668 -0.26501 -3.60818  0.172
C 2.79712 -0.22600 -2.71920  -0.001
C 2.25811 -0.05291 -1.48271  -0.049
N 0.89416 0.01216 -1.62520  -0.054
C 0.61416 -0.11146 -2.91490  -0.223
C -0.79280 -0.09150 -3.24556  -0.216
N -1.63306 0.03713 -2.21852  -0.025
C -2.91367 -0.00452 -2.72295  -0.020
C -2.82480 -0.15944 -4.06936  0.009
N -1.48471 -0.20839 -4.37909  0.172
H 1.84174 -0.36898 -4.60724  0.188
H 3.81987 -0.33966 -3.03281  0.144
H 2.75113 0.02710 -0.53066  0.128
H -3.78738 0.05186 -2.10236  0.106
H -3.58852 -0.24943 -4.82129  0.144
H -1.11307 -0.32327 -5.31003  0.189
N -2.22262 1.64314 0.43896  0.024
C -3.56398 1.22397 0.11612  -0.265
C -4.44157 2.11684 -0.47119  -0.006
C -5.73676 1.69908 -0.73433  -0.038
C -6.12143 0.40622 -0.39805  -0.032
C -5.20988 -0.48052 0.15895  -0.001
C -3.89662 -0.08963 0.41282  -0.153
C -2.84960 -1.04233 0.86851  -0.174
C -3.21478 -2.14820 1.64637  -0.007
C -2.31144 -3.13390 1.99352  -0.038
C -0.99904 -3.05602 1.55055  -0.052
C -0.60225 -1.96472 0.79116  -0.112
C -1.50670 -0.95433 0.48192  -0.213
H -2.09304 2.63348 0.23884  0.127
H -2.02705 1.44649 1.42133  0.136
H -4.12482 3.12700 -0.70558  0.133
H -6.44325 2.38179 -1.18521  0.124
H -7.13711 0.08258 -0.57942  0.124
H -5.51812 -1.49501 0.37177  0.125
H -4.23585 -2.21944 1.99757  0.125
H -2.63253 -3.96876 2.60094  0.124
H -0.28759 -3.83239 1.79743  0.121
H 0.41893 -1.91707 0.43241  0.090


Entry from the OMol25 dataset: a molecular structure, C23H20BBr2F3N10ORe (wB97M-V/def2-TZVPD).

Gap between HOMO and LUMO (alpha / beta)   0.1536 / 0.1534 hartree
Relative energy (zero: lowest compared OMol25 entry of this formula, charge and spin)   0.0000 eV
Highest occupied orbital energy (alpha / beta)   -0.6156 / -0.6156 hartree
Total charge   +3
Multiplicity   1

Last column: Löwdin charge in e.
CARTESIAN COORDINATES (ANGSTROEM)
Re 0.11549 0.22510 0.13933  1.817
C 0.15685 -3.99964 -0.39241  0.032
C 0.45459 -2.72611 -0.82831  -0.069
N -0.18220 -1.82867 -0.04535  -0.107
N -0.89535 -2.51234 0.87772  0.048
C -0.70041 -3.81878 0.68934  0.026
B -1.79373 -1.76325 1.90338  -0.633
N -2.62420 -0.75383 1.07346  0.048
C -3.94964 -0.64026 0.97933  0.046
C -4.25671 0.37508 0.07491  0.048
C -3.03893 0.85012 -0.34958  -0.069
N -2.03368 0.17732 0.27128  -0.073
N -0.85162 -0.92044 2.79518  0.065
C -0.74901 -0.82912 4.12319  0.053
C 0.27947 0.06098 4.44608  0.047
C 0.76619 0.49241 3.24108  -0.096
N 0.06426 -0.07800 2.21846  -0.099
N -2.68808 -2.74308 2.60069  -0.032
C -3.57931 -3.59297 1.99282  -0.107
C -4.25083 -4.26497 2.97059  -0.013
C -3.69763 -3.77497 4.18107  -0.090
N -2.77547 -2.87042 3.94589  0.067
H 0.50591 -4.93559 -0.79377  0.132
H 1.07656 -2.42972 -1.65648  0.123
H -1.16483 -4.56049 1.32034  0.154
H -4.61662 -1.25812 1.56067  0.154
H -5.23396 0.71895 -0.21859  0.137
H -2.87982 1.64912 -1.04856  0.121
H -1.40748 -1.40899 4.75293  0.129
H 0.61150 0.34945 5.42877  0.136
H 1.57934 1.17093 3.07123  0.113
H -3.67729 -3.66522 0.91934  0.134
H -4.99539 -5.03548 2.86360  0.117
H -3.94584 -4.06029 5.18983  0.125
Br 6.75385 -0.07640 -0.94271  0.959
C 4.91144 -0.12875 -0.63507  -0.623
C 4.40484 -0.37681 0.64100  -0.037
C 3.04304 -0.35608 0.82180  -0.074
N 2.17545 -0.11073 -0.18050  -0.070
C 2.66045 0.04000 -1.44057  -0.181
C 4.01608 0.05662 -1.69051  -0.002
C 1.63296 0.07840 -2.48737  -0.201
C 1.90783 0.08132 -3.83892  -0.001
C 0.85577 0.00606 -4.75166  -0.624
Br 1.20148 0.00532 -6.58816  0.950
C -0.44461 -0.10730 -4.26785  -0.031
C -0.64251 -0.11147 -2.90575  -0.076
N 0.36355 0.00801 -2.02669  -0.066
H 5.05993 -0.57134 1.47856  0.135
H 2.62613 -0.52622 1.80428  0.114
H 4.39156 0.20261 -2.69235  0.126
H 2.92338 0.13280 -4.20302  0.124
H -1.28714 -0.18906 -4.94003  0.135
H -1.64114 -0.20479 -2.50303  0.125
F -0.80238 2.94815 0.20369  0.111
C -0.33466 2.16061 -0.77850  -0.644
F 0.83213 2.66829 -1.23279  0.098
F -1.18492 2.25643 -1.79456  0.107
O 1.47076 2.11150 1.15898  -0.069
H 0.99515 2.78548 1.66927  0.114
H 2.13656 2.59057 0.64318  0.117


Entry from the OMol25 dataset: a molecular structure, C23H20BCoN7O4Se2 (wB97M-V/def2-TZVPD).

Gap between HOMO and LUMO (alpha / beta)   0.2940 / 0.2905 hartree
<S²>   3.7574
Highest occupied orbital energy (alpha / beta)   -0.3146 / -0.3138 hartree
Total charge   0
Multiplicity   4

Last column: Mulliken spin population.
CARTESIAN COORDINATES (ANGSTROEM)
Co -0.04055 0.03476 -0.08388  2.764
Se -2.02761 3.62781 -0.95265  0.002
Se -2.58851 1.77747 0.32445  0.022
C -1.17737 1.96956 1.62855  0.006
C -1.45985 2.17583 2.96653  0.000
C -0.39823 2.21507 3.85791  0.005
C 0.89443 2.10212 3.37614  -0.005
C 1.07877 1.91512 2.01689  0.011
N 0.06097 1.80868 1.15769  0.021
C -1.53259 2.71819 -2.58425  0.000
C -0.79936 3.42995 -3.52456  0.000
C -0.44962 2.77412 -4.69058  0.000
C -0.83696 1.45450 -4.86780  -0.001
C -1.57143 0.84561 -3.86524  0.001
N -1.92192 1.47123 -2.73889  0.003
H -2.48333 2.29454 3.29184  0.000
H -0.57943 2.34404 4.91783  0.000
H 1.74807 2.14346 4.03878  0.000
H 2.06782 1.82284 1.58237  0.001
H -0.49847 4.45321 -3.33855  0.000
H 0.13049 3.28600 -5.44780  0.000
H -0.57990 0.90941 -5.76538  0.000
H -1.89557 -0.18518 -3.95321  0.000
O 1.69636 -0.89371 0.68758  0.033
C 1.80035 -1.48443 1.75877  0.004
C 0.75114 -1.79699 2.69846  -0.017
C 1.13377 -2.47929 3.85801  -0.002
C 0.20762 -2.80400 4.80798  0.001
C -1.14379 -2.45189 4.64698  -0.001
C -1.54258 -1.77810 3.53208  0.009
C -0.62360 -1.44043 2.48805  0.004
O -1.04844 -0.85624 1.44017  0.045
N 0.62474 -3.53804 6.00068  0.000
O 1.79676 -3.85009 6.10155  0.000
O -0.22681 -3.79426 6.83202  0.000
H 2.80966 -1.80891 2.06340  0.004
H 2.17031 -2.75758 4.00754  0.000
H -1.84858 -2.73241 5.41730  0.000
H -2.57869 -1.50071 3.38552  0.000
B 1.46161 -1.47581 -2.65086  -0.004
N 1.71817 0.07111 -2.49703  -0.002
C 2.63433 0.77615 -3.16992  0.003
C 2.62328 2.08285 -2.70954  0.002
C 1.63513 2.08436 -1.72716  0.002
N 1.09243 0.87214 -1.60839  0.030
N -0.06433 -1.78399 -2.46834  -0.008
C -0.81552 -2.63586 -3.16964  0.010
C -2.08558 -2.67825 -2.61290  0.005
C -2.01585 -1.79208 -1.54055  0.012
N -0.79531 -1.26138 -1.46140  0.037
H 2.09174 -2.07502 -1.80777  0.000
H 1.76758 -1.78575 -3.78012  0.000
H 3.23451 0.30313 -3.93030  0.001
H 3.23989 2.90416 -3.03338  0.001
H 1.26623 2.89835 -1.12092  0.000
H -0.40345 -3.15599 -4.01884  0.001
H -2.92722 -3.26906 -2.93199  0.001
H -2.77571 -1.50031 -0.83322  -0.001


| no. | strongest force on any atom (Eh/bohr) |
| --- | --- |
| 1 | 0.0218 |
| 2 | 0.0377 |
| 3 | 0.0483 |
| 4 | 0.0094 |